one:
CH10N2O4 | the ωB97M-V functional and the def2-TZVPD basis

```
17
CH10N2O4 the ωB97M-V functional and the def2-TZVPD basis
N 2.337 0.787 -1.401
C 1.066 0.859 -0.776
N 0.881 1.875 0.099
O 0.227 0.055 -1.158
H 3.154 0.847 -0.800
H 2.450 -0.091 -1.882
H -0.068 2.044 0.397
H 1.715 2.213 0.539
O -1.130 -1.263 2.096
H -0.552 -1.801 2.572
H -1.268 -1.547 1.187
O -1.856 1.274 0.505
H -1.796 0.587 1.187
H -1.547 0.784 -0.274
O -1.103 -2.227 -0.385
H -1.673 -1.578 -0.812
H -0.837 -2.817 -1.094
```

Summary:
LUMO ... 0.59 eV
Structure (SMILES) ... NC(N)=O.O.O.O
Orbital gap ... 10.6 eV

two:
CH10N2O4 | the ωB97M-V functional and the def2-TZVPD basis

```
17
CH10N2O4 the ωB97M-V functional and the def2-TZVPD basis
N 1.778 1.741 -0.625
C 1.717 0.403 -1.034
N 0.477 -0.232 -0.965
O 2.653 -0.230 -1.594
H 0.867 2.250 -0.523
H 2.589 2.162 -1.024
H 0.532 -1.196 -1.155
H -0.365 0.279 -1.241
O -2.726 -0.831 0.355
H -3.240 -1.320 -0.372
H -2.516 -1.565 1.008
O -1.537 2.074 -0.132
H -1.364 2.420 0.722
H -2.245 1.407 -0.117
O 0.902 -2.799 2.362
H 1.088 -1.974 2.796
H 1.392 -2.590 1.540
```

Summary:
LUMO ... 0.29 eV
Structure (SMILES) ... NC(N)=O.O.O.O
Orbital gap ... 9.7 eV

three:
CH10N2O4 | the ωB97M-V functional and the def2-TZVPD basis

```
17
CH10N2O4 the ωB97M-V functional and the def2-TZVPD basis
N -0.203 1.410 0.372
C 0.104 0.448 -0.674
N 1.415 0.712 -1.214
O -0.802 0.434 -1.623
H -0.311 1.100 1.334
H -0.759 2.176 0.014
H 1.899 1.432 -0.706
H 1.563 0.704 -2.213
H -1.384 -2.450 -2.065
H 0.559 0.720 3.760
O 0.362 0.716 2.826
H -0.857 -0.892 -1.862
H 0.168 -0.540 -0.096
O -0.673 -1.921 -1.683
H 0.025 -0.553 2.232
H 0.222 -2.138 1.646
O -0.159 -1.270 1.479
```

Summary:
LUMO ... -4.75 eV
Orbital gap ... 3.9 eV

Most favorable structure: one. The second most favorable one is 10.4 kcal/mol above it.

one:
C20H22N2O | the ωB97M-V functional and the def2-TZVPD basis

```
45
C20H22N2O the ωB97M-V functional and the def2-TZVPD basis
C 4.957 -0.052 0.532
C 5.064 -0.411 -0.733
C 3.956 -1.023 -1.543
N 2.895 -1.544 -0.710
C 1.623 -1.658 -1.394
C 0.612 -2.343 -0.452
N 1.065 -2.226 0.911
C 0.718 -1.211 1.740
O 1.254 -1.030 2.817
C -0.406 -0.344 1.262
C -1.730 -0.687 1.504
C -2.751 0.152 1.101
C -2.472 1.350 0.446
C -3.560 2.239 0.013
C -4.656 2.474 0.840
C -5.677 3.312 0.433
C -5.624 3.924 -0.808
C -4.540 3.695 -1.640
C -3.515 2.862 -1.232
C -1.141 1.689 0.214
C -0.117 0.856 0.623
C 2.291 -2.956 1.161
C 3.234 -2.787 -0.044
H 5.777 0.397 1.064
H 4.041 -0.195 1.079
H 5.984 -0.255 -1.281
H 3.531 -0.243 -2.185
H 4.374 -1.799 -2.213
H 1.701 -2.238 -2.333
H 1.283 -0.649 -1.642
H -0.378 -1.898 -0.560
H 0.538 -3.411 -0.684
H -1.957 -1.615 2.010
H -3.778 -0.131 1.278
H -4.694 2.013 1.816
H -6.518 3.491 1.087
H -6.423 4.576 -1.126
H -4.495 4.167 -2.610
H -2.679 2.676 -1.891
H -0.907 2.627 -0.270
H 0.913 1.132 0.452
H 2.729 -2.534 2.068
H 2.067 -4.014 1.334
H 3.144 -3.648 -0.731
H 4.267 -2.733 0.297
```

Summary:
LUMO ... 0.73 eV
Structure (SMILES) ... C=CCN1CCN(C(=O)c2ccc(-c3ccccc3)cc2)CC1
Orbital gap ... 9.4 eV

two:
C20H22N2O | the ωB97M-V functional and the def2-TZVPD basis

```
45
C20H22N2O the ωB97M-V functional and the def2-TZVPD basis
C 1.444 -1.598 2.939
C 0.453 -1.777 1.809
O 0.644 -2.676 0.987
N -0.709 -1.060 1.843
C -0.978 -0.199 0.909
N -2.277 0.329 0.846
C -3.379 -0.165 1.664
C -2.387 1.294 -0.242
C -3.062 2.581 0.295
C -0.931 1.584 -0.655
C -0.105 0.336 -0.281
C -0.124 -0.523 -1.540
C -0.728 -1.792 -1.585
C -0.657 -2.602 -2.720
C -0.039 -2.123 -3.870
C 0.561 -0.860 -3.864
C 0.531 -0.060 -2.711
C 1.361 0.602 0.142
C 2.435 -0.237 -0.230
C 3.740 -0.086 0.309
C 3.994 0.968 1.176
C 2.991 1.883 1.465
C 1.699 1.657 1.006
H 1.193 -0.714 3.542
H 1.453 -2.448 3.639
H 2.430 -1.423 2.522
H -3.298 -1.213 1.981
H -3.485 0.483 2.534
H -4.288 -0.024 1.110
H -2.983 0.881 -1.056
H -2.597 2.844 1.251
H -2.947 3.403 -0.437
H -4.118 2.380 0.458
H -0.920 1.835 -1.735
H -0.571 2.497 -0.149
H -1.240 -2.199 -0.718
H -1.161 -3.589 -2.687
H -0.068 -2.749 -4.748
H 1.109 -0.559 -4.753
H 1.058 0.881 -2.724
H 2.273 -1.145 -0.839
H 4.535 -0.774 0.019
H 5.001 1.133 1.572
H 3.196 2.713 2.131
H 0.952 2.309 1.396
```

Summary:
LUMO ... 0.77 eV
Structure (SMILES) ... CC(=O)/N=C1/N(C)[C@@H](C)CC1(c1ccccc1)c1ccccc1
Orbital gap ... 9.4 eV

Most favorable structure: two. The second most favorable one is 11.4 kcal/mol above it.

one:
C6H13NO | the ωB97M-V functional and the def2-TZVPD basis

```
21
C6H13NO the ωB97M-V functional and the def2-TZVPD basis
C 0.449 1.568 -0.071
N -0.529 0.721 0.730
C -0.641 -0.524 0.073
C -1.190 -0.882 -1.180
C -2.063 0.031 -2.021
C 1.093 -1.762 1.225
C -0.194 -1.498 1.012
H 0.221 1.937 -1.172
H 1.407 1.076 -0.201
H 0.559 2.453 0.552
H -1.419 1.169 0.970
H -1.208 -1.917 -1.472
H -1.620 1.051 -2.060
H -3.170 -0.057 -1.581
H -2.210 -0.170 -3.085
H 1.444 -2.394 1.949
H 1.885 -1.468 0.545
H -0.935 -2.027 1.717
H 2.088 0.569 1.427
H 3.209 1.171 0.952
O 2.824 0.953 1.693
```

Summary:
LUMO (alpha / beta) ... 4.07 / 3.85 eV
Multiplicity ... 2
Net charge ... -1
Orbital gap (alpha / beta) ... 3.2 / 7.2 eV

two:
C6H13NO | the ωB97M-V functional and the def2-TZVPD basis

```
21
C6H13NO the ωB97M-V functional and the def2-TZVPD basis
O -1.287 -0.880 -0.497
C -1.156 -0.035 -1.372
C 0.075 -0.093 -2.315
C -0.445 -0.337 -3.780
H -1.891 0.772 -1.481
H 0.788 -0.843 -1.973
H 0.601 0.879 -2.298
H -1.057 -1.315 -3.793
H 0.360 -0.329 -4.587
H -1.124 0.532 -4.044
C 1.772 0.489 1.645
C 0.713 0.589 2.749
C -1.199 -0.811 2.875
N 0.089 -0.750 2.967
H 2.202 1.478 1.462
H 2.602 -0.136 1.979
H 1.370 0.145 0.661
H -0.057 1.324 2.418
H 1.076 1.065 3.684
H -1.833 0.081 2.724
H -1.598 -1.825 2.978
```

Summary:
LUMO (alpha / beta) ... 3.82 / 3.74 eV
Multiplicity ... 2
Net charge ... -1
Orbital gap (alpha / beta) ... 2.9 / 7.1 eV

three:
C6H13NO | the ωB97M-V functional and the def2-TZVPD basis

```
21
C6H13NO the ωB97M-V functional and the def2-TZVPD basis
C -1.843 -0.027 -2.350
C -3.128 0.687 -1.908
N -4.285 0.077 -2.055
C 1.713 0.161 4.166
C 2.010 0.069 0.433
C 2.514 0.315 1.831
C 1.752 -0.251 2.863
H -1.465 0.330 -3.314
H -2.266 -1.007 -2.561
H -3.977 0.263 -3.079
H -2.982 1.687 -1.462
H 2.296 0.984 4.562
H 1.308 -0.540 4.887
H 1.687 -0.958 0.273
H 1.152 0.716 0.244
H 2.743 0.228 -0.352
H 2.980 1.280 2.022
H 1.124 -1.095 2.603
H 1.022 -1.225 -2.778
H -0.967 -0.049 -1.686
O 1.120 -0.788 -1.925
```

Summary:
LUMO (alpha / beta) ... 3.62 / 2.92 eV
Multiplicity ... 2
Net charge ... -1
Orbital gap (alpha / beta) ... 6.6 / 5.9 eV

Most favorable structure: two. The second most favorable one is 49.0 kcal/mol above it.